A cluster of 6 separate species, C2H18NO5 in total in a non-equilibrium geometry. Source: OMol25; level of theory: ωB97M-V/def2-TZVPD.

As for the largest force on an atom: 1.58 eV/A. For the total energy, the calculation gives -517.73826 a.u. Its total charge is +1. The calculation puts the LUMO energy at -2.745 eV. Its gap between HOMO and LUMO is 12.17 eV.

CARTESIAN COORDINATES (ANGSTROEM)
C  -0.262839  0.275275  -3.435292
C  0.661504  -0.534616  -2.550437
N  0.274979  -0.295707  -1.109947
H  -0.024423  1.312119  -3.417559
H  -0.292636  -0.064052  -4.468622
H  -1.303010  0.129300  -3.121222
H  0.445721  -1.581691  -2.670774
H  1.687471  -0.262078  -2.699923
H  -0.440342  -0.936672  -0.792227
H  -0.087957  0.653192  -0.951213
H  1.039938  -0.253687  -0.433011
H  -0.285134  -1.184140  3.844265
H  -0.904758  -0.281247  2.691966
O  -0.318457  -1.009406  2.902916
H  0.051504  1.798811  1.386537
H  -1.331663  2.004293  0.723559
O  -0.488841  1.534514  0.628651
H  2.721619  0.580655  2.046098
H  1.470131  -0.272920  2.434754
O  1.775676  0.484059  1.907612
H  0.913647  -3.416696  -0.434175
H  2.087482  -2.820382  0.372310
O  1.555200  -2.699990  -0.418198
H  -2.879368  3.043954  2.619871
H  -3.156496  1.582908  2.815298
O  -2.908945  2.214193  2.128768

Forces on the atoms, in the same order (eV/Å):
-0.86 -0.83 -0.07
-1.23 -0.03 0.30
0.49 1.49 -0.18
0.14 0.89 0.01
0.52 -0.06 -0.03
0.09 0.19 0.18
0.64 -0.43 -0.41
0.51 -0.23 0.10
0.11 -0.20 0.22
-0.37 0.03 -0.08
0.17 -0.88 0.03
-0.42 0.25 0.21
-0.14 0.18 0.37
0.57 -0.53 -0.54
0.14 -0.15 -0.20
0.04 -0.10 0.25
-0.36 0.30 0.07
0.04 -0.01 0.12
-0.11 0.22 -0.09
0.08 -0.10 -0.28
0.17 -0.18 0.16
-0.01 -0.19 0.07
-0.17 0.28 -0.18
-0.04 0.14 -0.19
-0.10 -0.10 -0.21
0.11 0.04 0.38

A cluster of 2 separate species, C6H12O in total. Source: OMol25; level of theory: ωB97M-V/def2-TZVPD.

As for the largest force on an atom: 0.20 eV/A. As for the SMILES: C=C1C[C@@H]1CC.O. For the total energy, the calculation gives -310.98654 a.u. The calculation puts the LUMO energy at 0.956 eV. Its gap between HOMO and LUMO is 10.94 eV.

CARTESIAN COORDINATES (ANGSTROEM)
C  2.062985  0.898659  -1.141581
C  1.812653  -0.093377  -0.007930
C  0.372832  -0.567007  0.014713
C  -0.258563  -1.069331  1.312509
C  -0.623678  0.231615  0.736900
C  -1.301218  1.363342  0.833694
O  -3.046198  -0.660361  -1.095050
H  1.884343  0.431644  -2.116951
H  3.092950  1.269907  -1.129573
H  1.391621  1.760786  -1.055853
H  2.041738  0.377822  0.957147
H  2.483147  -0.956922  -0.104565
H  0.031207  -1.069702  -0.891432
H  -0.975395  -1.883458  1.233099
H  0.358581  -1.088814  2.210073
H  -2.447932  0.000675  -0.720357
H  -1.959814  1.562620  1.676370
H  -1.209110  2.141083  0.077726
H  -3.772984  -0.684513  -0.461791

Forces on the atoms, in the same order (eV/Å):
0.02 0.04 -0.05
0.02 -0.01 0.06
0.04 0.06 -0.14
-0.09 -0.10 0.16
-0.02 0.19 0.02
0.13 -0.09 0.02
-0.11 0.04 0.09
0.02 0.07 0.13
-0.14 -0.06 0.00
0.10 -0.12 0.00
-0.04 -0.07 -0.13
-0.10 0.10 0.00
0.04 0.07 0.13
0.09 0.13 0.02
-0.09 0.04 -0.16
-0.01 -0.06 -0.01
0.09 -0.06 -0.12
0.00 -0.12 0.10
0.05 -0.06 -0.12

A structure of composition C3H2O3Rh in a non-equilibrium geometry. Source: OMol25; level of theory: ωB97M-V/def2-TZVPD.

As for the largest force on an atom: 5.66 eV/A. For the total energy, the calculation gives -450.15836 a.u. Its total charge is +3. Its spin multiplicity is 5. The calculation puts the LUMO energy (spin up / spin down) at -15.607 / -19.083 eV. Its gap between HOMO and LUMO (spin up / spin down) is 8.46 / 4.56 eV.

CARTESIAN COORDINATES (ANGSTROEM)
H  0.063356  -1.073799  -1.419974
C  -1.608150  1.517706  -1.577289
C  -1.199451  0.390118  -1.437989
O  -0.879504  -0.845916  -1.190396
H  -1.996766  2.516249  -1.651728
C  1.171672  -1.043862  1.200815
O  1.279645  -1.740627  0.293294
O  1.324792  -0.306966  2.101383
Rh  1.844405  0.587094  3.681885

Forces on the atoms, in the same order (eV/Å):
-0.81 0.19 -0.48
-1.08 2.48 -0.37
1.56 -5.40 0.66
-0.21 2.67 -0.61
-0.05 0.21 -0.16
1.65 -3.41 -3.97
-0.95 1.42 2.07
-0.93 0.66 0.46
0.80 1.18 2.39

A structure of composition CF4KO3P in a non-equilibrium geometry. Source: OMol25; level of theory: ωB97M-V/def2-TZVPD.

As for the largest force on an atom: 5.09 eV/A. For the total energy, the calculation gives -1604.81774 a.u. The calculation puts the LUMO energy at -1.019 eV. Its gap between HOMO and LUMO is 9.31 eV.

CARTESIAN COORDINATES (ANGSTROEM)
C  -2.163444  1.211188  -0.469764
O  -0.393199  -0.628940  0.501278
O  -1.278406  1.643391  -1.150592
O  -3.253476  1.237082  -0.055821
K  -0.370026  -3.236440  0.274863
P  1.054426  -0.098718  0.246562
F  2.265798  -0.465391  1.223098
F  1.431587  -1.583280  -0.576218
F  1.737243  0.585639  -1.015069
F  0.969497  1.335466  1.021664

Forces on the atoms, in the same order (eV/Å):
0.69 4.00 -3.07
2.42 1.38 -0.37
-1.12 -2.29 2.04
0.58 -1.71 0.99
0.15 0.53 -0.07
-0.65 -0.90 0.78
-0.73 -0.22 -0.41
0.08 0.02 0.17
-0.99 -0.07 0.79
-0.44 -0.76 -0.86

An isolated molecule of C14H20FNO3S in a non-equilibrium geometry. Source: OMol25; level of theory: ωB97M-V/def2-TZVPD.

As for the largest force on an atom: 1.10 eV/A. As for the SMILES: CCC[C@H]1COCCS(=O)(=O)N1Cc1ccccc1F. For the total energy, the calculation gives -1323.97752 a.u. The calculation puts the LUMO energy at 0.710 eV. Its gap between HOMO and LUMO is 10.09 eV.

CARTESIAN COORDINATES (ANGSTROEM)
C  -0.596603  -1.533299  2.275197
C  0.166350  -0.317160  2.787624
C  -0.139363  0.962258  2.003189
H  0.057439  1.830559  2.636622
H  -1.202908  0.970939  1.755754
C  0.660478  1.175031  0.704993
N  0.524515  0.069484  -0.227037
S  1.723896  -1.034614  -0.474182
O  2.356982  -1.371491  0.765217
O  1.153504  -2.104339  -1.242006
C  2.956769  -0.196630  -1.528540
C  3.697811  0.831341  -0.690094
O  2.856678  1.832325  -0.175566
C  2.131803  1.510409  0.998035
H  2.614341  0.693224  1.536688
H  2.153103  2.411088  1.621324
H  4.431719  1.360548  -1.306757
H  4.220402  0.310462  0.123149
H  3.620980  -0.967405  -1.906382
H  2.406599  0.263288  -2.344253
C  -0.396207  0.245063  -1.333669
C  -1.813637  -0.002136  -0.888871
C  -2.680205  1.038563  -0.585105
C  -3.968826  0.822813  -0.132812
C  -4.408791  -0.478866  0.029645
C  -3.565345  -1.537918  -0.265698
C  -2.281287  -1.299716  -0.722153
H  -1.614497  -2.117030  -0.951359
H  -3.910426  -2.552506  -0.139474
H  -5.410764  -0.663084  0.385872
H  -4.603293  1.666979  0.087079
F  -2.258067  2.317158  -0.737705
H  -0.126984  -0.499300  -2.084007
H  -0.295521  1.251167  -1.759265
H  0.243350  2.061105  0.205999
H  -0.107185  -0.146318  3.832015
H  1.232207  -0.535913  2.751768
H  -1.665541  -1.330014  2.232378
H  -0.431423  -2.379390  2.938073
H  -0.251100  -1.808106  1.283429

Forces on the atoms, in the same order (eV/Å):
0.20 0.06 0.13
-0.15 0.03 -0.08
0.21 0.00 -0.09
-0.08 0.09 -0.01
-0.04 0.10 0.04
0.31 0.46 0.63
0.85 -0.65 -0.25
0.18 -0.09 -0.75
0.06 0.26 0.19
-0.12 0.04 -0.24
-0.55 -0.09 0.83
0.32 -0.03 -0.03
-0.22 0.17 -0.14
-0.17 0.28 0.32
0.02 0.17 0.04
-0.08 -0.16 0.00
-0.04 -0.21 0.04
0.03 0.11 -0.10
0.05 -0.15 -0.03
-0.07 0.02 -0.12
-0.32 0.01 -0.38
-0.11 0.29 -0.06
-0.06 -0.26 -0.07
0.11 0.15 -0.01
0.05 0.03 0.00
0.01 -0.14 -0.02
-0.13 0.14 -0.01
0.09 -0.13 -0.01
-0.03 -0.10 0.01
-0.09 -0.01 0.03
-0.05 0.10 0.01
0.01 -0.08 0.03
-0.21 0.20 -0.09
0.05 -0.16 0.05
0.09 -0.18 -0.02
0.08 0.00 0.00
0.07 0.02 0.16
-0.11 -0.01 -0.03
-0.03 -0.14 0.03
-0.15 -0.14 0.00

Among the records above, which one has the lowest largest force on an atom? C6H12O

Among the records above, which one has the highest largest force on an atom? C3H2O3Rh